No. 1
The following is a DFT calculation (ωB97M-V with the def2-TZVPD basis set) of a 2-piece molecular cluster, C6H9N3O4 overall in a non-equilibrium geometry.

Kohn-Sham gap (alpha / beta) ... 7.69 / 7.69 eV
Total charge ... 0
Electronic energy ... -19021.472 eV
LUMO (alpha / beta) ... -1.16 / -1.16 eV
Relative energy (zero: lowest compared OMol25 entry of this formula, charge and spin) ... 105.7 kcal/mol

Cartesian coordinates (Å):
C1 2.874 0.096 -0.900
C2 2.745 -0.508 0.367
C3 1.834 -1.684 0.206
C4 -2.294 0.680 -0.980
C5 -1.121 0.371 -0.105
C6 -0.699 -1.215 1.532
N1 2.188 -0.551 -1.779
N2 1.576 -1.573 -1.089
N3 3.164 -0.009 1.571
O1 3.809 1.047 1.652
O2 2.766 -0.619 2.656
O3 0.132 -0.535 2.163
O4 -1.268 -0.939 0.416
H1 3.469 1.045 -0.999
H2 -2.461 -0.295 -1.532
H3 -3.124 0.965 -0.514
H4 -1.940 1.417 -1.731
H5 -0.905 1.018 0.787
H6 -0.182 0.278 -0.687
H7 -1.222 -2.062 1.900
H8 0.775 -1.955 -1.558
H9 1.817 -0.873 2.715


No. 2
The following is a DFT calculation (ωB97M-V with the def2-TZVPD basis set) of an isolated molecule of C29H50O.

Kohn-Sham gap ... 9.60 eV
Total charge ... 0
SMILES ... CC[C@H](CC[C@@H](C)[C@H]1CC[C@H]2[C@@H]3CC=C4C[C@@H](O)CC[C@]4(C)[C@H]3CC[C@]12C)C(C)C
Electronic energy ... -32933.509 eV
LUMO ... 0.72 eV
Relative energy (zero: lowest compared OMol25 entry of this formula, charge and spin) ... 4.0 kcal/mol

Cartesian coordinates (Å):
C1 6.788 1.887 0.758
H1 6.378 2.124 1.737
C2 5.862 0.944 -0.001
H2 6.206 0.847 -1.031
H3 5.950 -0.044 0.457
C3 4.373 1.319 0.013
C4 3.555 0.108 -0.477
H4 4.075 -0.370 -1.311
H5 2.591 0.457 -0.847
C5 3.315 -0.922 0.625
H6 4.273 -1.172 1.087
H7 2.691 -0.480 1.403
C6 2.684 -2.238 0.148
C7 2.788 -3.253 1.290
H8 2.272 -4.181 1.063
H9 2.390 -2.851 2.216
H10 3.837 -3.494 1.456
H11 3.314 -2.620 -0.668
C8 1.297 -2.060 -0.506
H12 1.462 -1.336 -1.312
C9 0.796 -3.362 -1.180
H13 1.215 -3.447 -2.182
H14 1.113 -4.243 -0.626
C10 -0.740 -3.274 -1.224
C11 -1.026 -1.834 -0.806
C12 -2.449 -1.480 -0.387
C13 -3.414 -1.752 -1.540
C14 -4.736 -1.092 -1.333
C15 -4.979 -0.132 -0.453
C16 -6.365 0.438 -0.321
C17 -6.357 1.967 -0.431
C18 -5.409 2.530 0.626
C19 -4.003 1.978 0.421
H15 -3.346 2.401 1.182
H16 -3.645 2.314 -0.556
C20 -3.918 0.437 0.469
C21 -4.192 -0.054 1.900
H17 -3.974 -1.115 1.989
H18 -3.591 0.493 2.621
H19 -5.236 0.088 2.163
C22 -2.505 0.012 -0.020
C23 -1.399 0.385 0.976
H20 -1.596 -0.075 1.941
H21 -1.395 1.467 1.119
C24 -0.001 -0.037 0.515
H22 0.718 0.262 1.279
C25 0.051 -1.544 0.259
C26 -0.188 -2.311 1.559
H23 0.033 -3.365 1.437
H24 0.443 -1.912 2.349
H25 -1.219 -2.224 1.886
H26 0.250 0.497 -0.405
H27 -2.314 0.564 -0.949
H28 -5.781 2.272 1.621
H29 -5.389 3.619 0.552
O1 -7.655 2.509 -0.332
H30 -8.017 2.280 0.533
H31 -6.011 2.258 -1.428
H32 -7.013 0.022 -1.094
H33 -6.795 0.165 0.649
H34 -5.534 -1.444 -1.974
H35 -3.561 -2.828 -1.660
H36 -2.981 -1.384 -2.477
H37 -2.757 -2.089 0.466
H38 -0.790 -1.194 -1.667
H39 -1.129 -3.498 -2.216
H40 -1.196 -3.970 -0.520
H41 4.085 1.510 1.054
C27 3.991 2.583 -0.793
C28 4.651 2.647 -2.168
H42 4.495 1.721 -2.715
H43 4.219 3.461 -2.748
H44 5.719 2.829 -2.082
C29 4.238 3.883 -0.027
H45 3.789 3.836 0.963
H46 3.788 4.717 -0.563
H47 5.296 4.092 0.086
H48 2.907 2.526 -0.952
H49 7.760 1.417 0.900
H50 6.949 2.815 0.216


No. 3
The following is a DFT calculation (ωB97M-V with the def2-TZVPD basis set) of an isolated molecule of C2H5N3 in a non-equilibrium geometry.

Kohn-Sham gap ... 9.56 eV
Total charge ... 0
SMILES ... [H]/N=C\NN=C
Electronic energy ... -6622.225 eV
LUMO ... 0.59 eV
Relative energy (zero: lowest compared OMol25 entry of this formula, charge and spin) ... 62.5 kcal/mol

Cartesian coordinates (Å):
C1 1.846 -0.254 -0.059
C2 -1.612 0.329 -0.137
H1 2.760 -0.974 0.063
H2 2.104 0.777 0.277
H3 0.381 1.320 0.489
H4 -2.043 1.268 -0.356
H5 -1.601 -1.494 0.110
N1 0.624 -0.648 -0.249
N2 -0.221 0.419 -0.170
N3 -2.239 -0.743 0.031


No. 4
The following is a DFT calculation (ωB97M-V with the def2-TZVPD basis set) of an isolated molecule of C2H3N3S in a non-equilibrium geometry.

Kohn-Sham gap ... 9.71 eV
Total charge ... 0
SMILES ... Sc1nc[nH]n1
Electronic energy ... -17427.656 eV
LUMO ... 0.81 eV
Relative energy (zero: lowest compared OMol25 entry of this formula, charge and spin) ... 3.2 kcal/mol

Cartesian coordinates (Å):
C1 -0.824 0.034 -0.120
C2 1.171 -0.287 0.392
H1 -2.711 -0.465 1.221
H2 2.138 -0.491 0.852
H3 1.897 0.723 -1.310
N1 -0.034 -0.608 0.841
N2 1.120 0.384 -0.762
N3 -0.137 0.587 -1.127
S1 -2.619 0.122 0.012


No. 5
The following is a DFT calculation (ωB97M-V with the def2-TZVPD basis set) of a 13-piece molecular cluster, C29H60N8O27S5 overall in a non-equilibrium geometry.

Kohn-Sham gap ... 8.31 eV
Total charge ... 0
Electronic energy ... -152422.425 eV
LUMO ... -0.15 eV

Cartesian coordinates (Å):
O1 -4.465 3.625 2.784
C1 -4.218 2.433 2.992
N1 -3.861 1.634 2.020
C2 -4.230 1.906 4.396
H1 -3.875 1.989 1.070
H2 -3.277 0.885 2.368
H3 -4.192 0.827 4.235
H4 -5.218 2.105 4.810
H5 -3.435 2.225 5.067
O2 5.779 -0.597 2.692
C3 5.026 -1.331 3.317
N2 3.770 -1.507 2.872
C4 5.392 -2.123 4.536
H6 3.059 -1.970 3.415
H7 3.492 -0.960 2.067
H8 4.941 -3.109 4.622
H9 5.284 -1.450 5.386
H10 6.457 -2.305 4.382
O3 -3.833 -5.000 -2.705
C5 -3.766 -3.833 -2.337
N3 -4.842 -3.075 -2.493
C6 -2.506 -3.218 -1.688
H11 -5.792 -3.315 -2.719
H12 -4.665 -2.253 -1.930
H13 -1.610 -3.590 -2.181
H14 -2.547 -3.451 -0.623
H15 -2.472 -2.128 -1.729
O4 -3.878 3.210 -0.406
C7 -4.976 3.730 -0.610
N4 -5.873 3.957 0.361
C8 -5.337 4.292 -1.981
H16 -5.673 3.630 1.300
H17 -6.818 4.075 0.031
H18 -4.570 4.247 -2.751
H19 -5.658 5.319 -1.801
H20 -6.225 3.769 -2.339
O5 0.308 5.722 3.783
C9 -0.602 4.966 3.508
N5 -1.519 5.151 2.564
C10 -0.650 3.644 4.264
H21 -1.450 5.992 2.013
H22 -2.170 4.406 2.372
H23 -1.153 3.776 5.224
H24 0.350 3.377 4.599
H25 -1.221 2.935 3.664
O6 -2.567 -0.863 3.025
C11 -2.821 -2.061 2.987
N6 -3.562 -2.550 1.997
C12 -2.338 -3.053 4.053
H26 -4.074 -1.956 1.364
H27 -3.605 -3.547 1.846
H28 -2.655 -4.057 3.764
H29 -2.916 -2.851 4.955
H30 -1.277 -3.183 4.255
O7 5.320 4.200 2.838
C13 5.336 3.046 2.369
N7 4.730 2.087 3.063
C14 6.297 2.725 1.252
H31 4.031 2.280 3.760
H32 5.098 1.174 2.826
H33 5.586 2.508 0.450
H34 6.932 1.873 1.494
H35 6.953 3.518 0.901
N8 3.901 -3.742 -0.041
C15 4.509 -4.785 -0.645
C16 5.569 -4.578 -1.504
C17 6.237 -3.350 -1.620
C18 5.620 -2.302 -0.943
C19 4.429 -2.506 -0.280
H36 4.106 -5.782 -0.534
H37 5.900 -5.396 -2.131
H38 7.019 -3.181 -2.345
H39 5.937 -1.270 -1.012
H40 4.172 -1.669 0.354
C20 -1.191 0.788 -4.830
C21 -1.440 -0.721 -4.998
O8 -2.775 -0.951 -4.508
S1 -3.479 0.294 -3.695
O9 -3.194 0.244 -2.309
O10 -4.834 0.456 -4.139
O11 -2.502 1.264 -4.546
H41 -0.899 1.224 -5.783
H42 -0.521 1.095 -4.028
H43 -0.690 -1.403 -4.606
H44 -1.689 -0.880 -6.047
C22 -0.777 -0.004 0.329
C23 -0.619 1.321 -0.318
O12 0.631 1.845 0.077
S2 1.323 0.962 1.279
O13 1.550 1.793 2.474
O14 2.306 -0.018 0.863
O15 -0.088 0.161 1.534
H45 -0.379 -0.854 -0.232
H46 -1.823 -0.293 0.440
H47 -1.352 1.957 0.181
H48 -0.596 1.193 -1.399
C24 3.933 -1.805 -4.702
C25 2.968 -0.682 -5.040
O16 1.779 -0.959 -4.286
S3 1.804 -2.330 -3.430
O17 1.286 -3.494 -4.110
O18 1.214 -2.097 -2.122
O19 3.510 -2.320 -3.435
H49 5.002 -1.599 -4.763
H50 3.927 -2.634 -5.414
H51 2.782 -0.689 -6.115
H52 3.281 0.352 -4.896
C26 -1.787 5.289 -1.355
C27 -0.344 5.526 -0.940
O20 0.409 5.532 -2.176
S4 -0.276 4.460 -3.193
O21 0.111 3.118 -2.775
O22 -0.003 4.956 -4.533
O23 -1.758 4.815 -2.689
H53 -2.300 6.250 -1.343
H54 -2.244 4.516 -0.737
H55 0.055 4.727 -0.314
H56 -0.188 6.468 -0.417
C28 0.980 -4.699 1.268
C29 0.373 -4.418 -0.124
O24 -0.568 -5.489 -0.373
S5 -1.046 -6.177 1.022
O25 -1.345 -7.575 0.842
O26 -2.056 -5.276 1.606
O27 0.417 -5.938 1.669
H57 0.725 -3.969 2.037
H58 2.059 -4.837 1.289
H59 1.168 -4.443 -0.869
H60 0.017 -3.395 -0.241


No. 6
The following is a DFT calculation (ωB97M-V with the def2-TZVPD basis set) of C32H51As2BrN2PdSi as an isolated structure.

Kohn-Sham gap ... 6.14 eV
Total charge ... 0
Electronic energy ... -240071.201 eV
LUMO ... 0.49 eV
Relative energy (zero: lowest compared OMol25 entry of this formula, charge and spin) ... 0.2 kcal/mol

Cartesian coordinates (Å):
Pd1 0.096 0.059 -0.005
C1 3.882 -0.545 0.453
As1 2.332 -0.287 -0.728
C2 2.973 -1.387 -2.227
C3 2.851 1.487 -1.423
C4 4.100 1.666 -2.017
C5 4.498 2.901 -2.502
C6 3.642 3.987 -2.391
C7 2.403 3.822 -1.794
C8 1.990 2.583 -1.307
As2 0.224 2.407 -0.428
C9 0.482 3.852 0.883
C10 -0.837 3.456 -1.711
H1 4.820 -0.398 -0.083
H2 3.851 -1.555 0.862
H3 3.820 0.167 1.275
H4 4.000 -1.161 -2.514
H5 2.314 -1.235 -3.081
H6 2.914 -2.433 -1.925
H7 4.782 0.828 -2.104
H8 5.472 3.016 -2.961
H9 3.939 4.959 -2.765
H10 1.749 4.682 -1.709
H11 0.829 4.762 0.394
H12 1.219 3.540 1.624
H13 -0.464 4.051 1.387
H14 -0.414 4.440 -1.909
H15 -1.837 3.579 -1.292
H16 -0.920 2.899 -2.643
C11 -4.814 0.840 0.299
C12 -5.420 -0.397 0.145
C13 -4.629 -1.533 0.136
C14 -3.252 -1.390 0.285
N1 -2.669 -0.202 0.431
C15 -3.434 0.881 0.431
C16 -2.340 -2.568 0.277
C17 -2.726 -3.789 0.823
C18 -1.829 -4.841 0.800
C19 -0.580 -4.643 0.231
C20 -0.283 -3.389 -0.279
N2 -1.135 -2.370 -0.257
H17 -5.392 1.754 0.310
H18 -6.493 -0.476 0.023
H19 -5.065 -2.512 -0.010
H20 -2.910 1.825 0.547
H21 -3.699 -3.898 1.283
H22 -2.095 -5.798 1.230
H23 0.154 -5.436 0.192
H24 0.689 -3.176 -0.711
C21 0.934 -2.581 6.098
C22 -0.280 -1.645 5.990
C23 -1.477 -2.541 5.629
C24 -0.528 -1.030 7.376
Si1 0.025 -0.278 4.672
Br1 -0.219 -1.300 2.675
C25 -1.314 1.102 4.683
C26 -2.714 0.499 4.871
C27 -1.065 2.120 5.807
C28 -1.356 1.863 3.349
C29 1.827 0.387 4.659
C30 2.276 0.823 6.062
C31 1.938 1.594 3.713
C32 2.823 -0.659 4.133
H25 0.689 -3.397 6.786
H26 1.816 -2.078 6.493
H27 1.190 -3.026 5.134
H28 -1.598 -3.292 6.417
H29 -1.311 -3.067 4.688
H30 -2.414 -1.997 5.547
H31 -0.609 -1.833 8.116
H32 -1.457 -0.460 7.416
H33 0.284 -0.373 7.695
H34 -2.853 0.045 5.852
H35 -2.937 -0.247 4.105
H36 -3.455 1.300 4.776
H37 -1.010 1.659 6.795
H38 -1.890 2.840 5.827
H39 -0.147 2.686 5.647
H40 -1.544 1.198 2.505
H41 -0.438 2.405 3.139
H42 -2.169 2.598 3.395
H43 1.614 1.570 6.504
H44 3.274 1.269 5.997
H45 2.343 -0.018 6.754
H46 1.402 2.467 4.085
H47 1.571 1.359 2.709
H48 2.993 1.877 3.626
H49 2.889 -1.546 4.760
H50 3.819 -0.204 4.103
H51 2.572 -0.976 3.121